(1)
{
  "formula": "C48H45GeN6O2Ru",
  "method": "ωB97M-V with the def2-TZVPD basis set",
  "species": ["Ru", "C", "N", "C", "C", "C", "C", "C", "C", "N", "C", "C", "C", "C", "C", "C", "N", "C", "C", "C", "C", "C", "N", "H", "H", "H", "H", "H", "H", "H", "H", "H", "H", "H", "H", "H", "H", "H", "H", "H", "H", "N", "C", "C", "C", "C", "C", "C", "C", "C", "N", "C", "H", "H", "H", "H", "H", "H", "H", "H", "O", "C", "O", "C", "C", "Ge", "C", "C", "C", "C", "C", "C", "C", "C", "C", "C", "C", "C", "C", "C", "C", "C", "C", "C", "H", "H", "H", "H", "H", "H", "H", "H", "H", "H", "H", "H", "H", "H", "H", "H", "H", "H", "H"],
  "positions_angstrom": [[0.138, -1.809, 0.854], [-1.869, -3.920, 2.279], [-0.689, -4.135, 1.427], [0.413, -4.753, 2.166], [1.076, -3.811, 3.144], [1.925, -4.304, 4.125], [2.521, -3.419, 5.007], [2.230, -2.066, 4.902], [1.375, -1.656, 3.899], [0.822, -2.506, 3.028], [-1.009, -4.893, 0.216], [-0.454, -4.288, -1.054], [-0.347, -5.085, -2.211], [0.210, -4.539, -3.383], [0.548, -3.230, -3.411], [0.267, -2.363, -2.233], [-0.111, -3.029, -1.020], [-2.681, -2.730, 1.833], [-4.047, -2.789, 1.629], [-4.738, -1.617, 1.345], [-4.036, -0.426, 1.273], [-2.663, -0.455, 1.455], [-1.997, -1.580, 1.721], [-1.520, -3.703, 3.289], [-2.497, -4.815, 2.330], [1.167, -5.082, 1.446], [0.074, -5.644, 2.711], [2.109, -5.368, 4.198], [3.190, -3.780, 5.777], [2.655, -1.345, 5.586], [1.098, -0.615, 3.789], [-2.095, -4.936, 0.089], [-0.661, -5.927, 0.301], [-0.668, -6.118, -2.185], [0.368, -5.172, -4.246], [0.957, -2.750, -4.290], [1.104, -1.687, -2.022], [-4.576, -3.729, 1.722], [-5.811, -1.633, 1.203], [-4.541, 0.514, 1.092], [-2.076, 0.453, 1.405], [1.317, 0.325, 1.263], [2.704, 0.124, 1.507], [3.462, 1.015, 2.219], [4.844, 0.817, 2.393], [5.461, -0.274, 1.854], [4.701, -1.250, 1.170], [5.263, -2.440, 0.663], [4.457, -3.372, 0.069], [3.081, -3.114, -0.013], [2.520, -2.012, 0.433], [3.306, -1.061, 1.011], [1.144, 0.534, 0.278], [0.965, 1.104, 1.805], [2.993, 1.905, 2.622], [5.417, 1.555, 2.938], [6.530, -0.415, 1.956], [6.328, -2.608, 0.767], [4.855, -4.300, -0.317], [2.418, -3.842, -0.471], [-0.835, -1.508, -2.679], [-1.181, -0.445, -1.966], [-0.731, -0.170, -0.863], [-2.224, 0.379, -2.677], [-2.690, 1.573, -1.856], [-1.462, 3.136, -1.650], [-1.916, 3.868, 0.121], [-1.254, 3.432, 1.269], [-1.661, 3.852, 2.528], [-2.735, 4.721, 2.650], [-3.394, 5.175, 1.516], [-2.986, 4.748, 0.259], [0.497, 2.901, -1.763], [1.117, 2.044, -2.673], [2.500, 2.026, -2.812], [3.285, 2.882, -2.053], [2.682, 3.758, -1.162], [1.301, 3.764, -1.017], [-1.894, 4.473, -3.033], [-1.389, 5.762, -2.883], [-1.587, 6.711, -3.876], [-2.293, 6.375, -5.022], [-2.812, 5.098, -5.172], [-2.616, 4.149, -4.176], [-3.048, -0.302, -2.906], [-1.810, 0.689, -3.641], [-2.952, 1.237, -0.854], [-3.598, 1.987, -2.298], [-0.402, 2.765, 1.171], [-1.136, 3.511, 3.412], [-3.055, 5.050, 3.631], [-4.220, 5.868, 1.608], [-3.497, 5.107, -0.628], [0.516, 1.404, -3.311], [2.963, 1.372, -3.542], [4.361, 2.881, -2.173], [3.287, 4.455, -0.595], [0.840, 4.465, -0.330], [-0.843, 6.031, -1.984], [-1.192, 7.711, -3.750], [-2.449, 7.115, -5.796], [-3.373, 4.839, -6.060], [-3.038, 3.157, -4.299]],
  "mulliken_spin": [3.499, 0.007, 0.053, -0.023, 0.011, 0.004, 0.004, 0.000, 0.024, 0.046, 0.024, 0.087, 0.349, -0.045, 0.274, 0.006, 0.239, 0.021, 0.000, 0.011, -0.009, -0.002, 0.063, -0.001, 0.000, 0.002, -0.003, 0.000, 0.000, 0.000, 0.005, 0.017, -0.012, 0.005, 0.007, 0.006, 0.041, -0.001, 0.000, -0.001, 0.016, 0.063, -0.079, 0.006, -0.002, 0.006, -0.001, 0.004, 0.000, 0.028, 0.041, 0.054, -0.002, 0.008, 0.000, 0.000, 0.000, 0.000, 0.001, 0.011, 0.036, 0.008, 0.081, 0.007, 0.004, 0.002, 0.001, -0.001, 0.001, 0.000, 0.000, 0.000, 0.001, 0.002, 0.000, 0.000, 0.000, -0.001, 0.000, 0.000, 0.000, 0.000, 0.000, 0.000, 0.002, -0.001, 0.000, 0.000, -0.002, 0.000, 0.000, 0.000, 0.000, 0.000, 0.000, 0.000, 0.000, 0.000, 0.000, 0.000, 0.000, 0.000, 0.000],
  "total_energy_ha": -4506.4688,
  "s_squared": 8.791,
  "orbital_gap_ev": [7.53, 5.42],
  "total_charge": 2,
  "lumo_ev": [-5.0, -7.1],
  "spin_multiplicity": 6
}


(2)
{
  "formula": "C48H46AsN9O6SSbSe4Sn",
  "method": "ωB97M-V with the def2-TZVPD basis set",
  "species": ["Sn", "Se", "Sb", "Se", "Se", "Se", "C", "O", "C", "C", "C", "C", "C", "C", "C", "N", "C", "C", "N", "C", "C", "C", "C", "N", "C", "C", "N", "C", "C", "C", "C", "H", "H", "H", "H", "H", "H", "H", "H", "H", "H", "H", "H", "H", "H", "C", "N", "C", "N", "O", "H", "H", "H", "H", "H", "H", "C", "C", "S", "O", "O", "C", "C", "N", "C", "N", "C", "C", "N", "O", "O", "C", "H", "H", "H", "H", "H", "H", "H", "H", "H", "H", "H", "H", "H", "C", "C", "C", "C", "C", "C", "As", "C", "C", "C", "C", "C", "C", "C", "C", "C", "C", "C", "C", "H", "H", "H", "H", "H", "H", "H", "H", "H", "H", "H", "H", "H"],
  "positions_angstrom": [[-1.656, -1.811, -0.489], [-2.307, -6.920, 0.185], [-0.653, -5.150, 0.788], [-1.724, -3.330, 1.983], [-1.777, -5.265, -1.506], [1.638, -5.642, 0.994], [11.247, 2.147, 3.703], [10.954, 1.208, 2.679], [9.659, 0.959, 2.398], [8.581, 1.562, 3.042], [7.288, 1.226, 2.674], [7.046, 0.296, 1.671], [8.137, -0.299, 1.031], [9.428, 0.024, 1.386], [5.664, -0.025, 1.318], [4.596, 0.528, 1.846], [3.535, -0.071, 1.224], [3.961, -0.993, 0.301], [5.332, -0.959, 0.367], [3.070, -1.754, -0.508], [3.458, -2.679, -1.488], [2.499, -3.347, -2.202], [1.157, -3.095, -1.913], [0.771, -2.233, -0.993], [1.695, -1.549, -0.294], [1.222, -0.595, 0.695], [-0.113, -0.456, 0.867], [-0.542, 0.402, 1.775], [0.302, 1.198, 2.551], [1.657, 1.075, 2.384], [2.139, 0.155, 1.446], [12.329, 2.195, 3.763], [10.844, 1.818, 4.664], [10.851, 3.134, 3.456], [8.736, 2.285, 3.828], [6.449, 1.690, 3.173], [7.998, -1.028, 0.242], [10.276, -0.435, 0.899], [5.979, -1.538, -0.136], [4.507, -2.871, -1.671], [2.756, -4.083, -2.950], [0.376, -3.630, -2.442], [-1.611, 0.495, 1.898], [-0.128, 1.892, 3.258], [2.364, 1.662, 2.956], [-6.251, -2.883, -3.052], [-6.137, -3.468, -1.732], [-5.068, -3.196, -0.945], [-4.995, -3.865, 0.232], [-4.211, -2.367, -1.286], [-7.256, -3.060, -3.429], [-5.528, -3.308, -3.752], [-6.085, -1.811, -2.993], [-6.729, -4.243, -1.494], [-5.750, -4.427, 0.581], [-4.191, -3.714, 0.823], [5.436, 2.074, -2.477], [4.452, 1.695, -3.575], [2.822, 2.244, -3.132], [2.841, 3.672, -2.972], [2.333, 1.410, -2.057], [1.842, 1.873, -4.582], [0.430, 2.440, -4.462], [-0.300, 1.970, -3.286], [-0.602, 0.677, -3.015], [-1.037, 0.523, -1.779], [-1.005, 1.757, -1.201], [-0.558, 2.655, -2.112], [-0.446, 4.071, -1.911], [-0.552, 4.452, -0.764], [-0.288, 4.790, -2.881], [-0.433, -0.445, -3.977], [6.428, 1.710, -2.742], [5.146, 1.633, -1.525], [5.485, 3.155, -2.359], [4.392, 0.616, -3.722], [4.702, 2.174, -4.523], [1.868, 0.793, -4.727], [2.319, 2.353, -5.437], [-0.139, 2.185, -5.357], [0.470, 3.522, -4.395], [-1.317, 1.958, -0.192], [-0.550, -0.121, -5.011], [-1.190, -1.201, -3.769], [0.548, -0.911, -3.863], [-3.535, 4.520, 1.908], [-3.707, 4.087, 0.600], [-3.857, 2.735, 0.333], [-3.846, 1.807, 1.371], [-3.686, 2.244, 2.681], [-3.528, 3.600, 2.945], [-3.967, -0.084, 0.902], [-4.456, -0.889, 2.589], [-3.628, -1.194, 3.658], [-4.161, -1.824, 4.776], [-5.509, -2.153, 4.809], [-6.337, -1.854, 3.737], [-5.816, -1.215, 2.618], [-6.578, -0.834, 1.410], [-7.940, -1.027, 1.210], [-8.529, -0.610, 0.026], [-7.771, -0.005, -0.969], [-6.407, 0.180, -0.786], [-5.824, -0.227, 0.401], [-3.409, 5.574, 2.116], [-3.714, 4.802, -0.212], [-3.983, 2.408, -0.695], [-3.700, 1.537, 3.501], [-3.407, 3.935, 3.967], [-2.571, -0.956, 3.634], [-3.523, -2.068, 5.615], [-5.920, -2.649, 5.678], [-7.386, -2.117, 3.781], [-8.548, -1.492, 1.976], [-9.591, -0.754, -0.121], [-8.242, 0.316, -1.888], [-5.810, 0.633, -1.569]],
  "mulliken_charge": [1.022, -0.292, 1.003, -0.472, -0.293, -0.504, -0.844, -0.459, 0.898, -0.470, -0.791, 0.326, -0.519, -0.802, 0.155, -0.866, 0.752, -0.372, 0.083, 1.120, -0.653, -1.410, -0.624, 0.959, -0.099, -0.638, 0.853, -0.148, -1.489, -0.904, 0.835, 0.244, 0.347, 0.343, 0.403, 0.472, 0.273, 0.436, 0.174, 0.501, 0.525, 0.392, -0.057, 0.628, 0.631, -0.832, -0.187, 0.320, -0.077, 0.119, 0.355, 0.267, 0.191, 0.208, 0.187, -0.115, -1.097, -0.494, 1.136, -0.706, -0.371, -0.858, -1.232, 0.255, 0.686, 0.434, -0.681, -0.771, 1.223, -0.616, -0.700, -1.940, 0.410, 0.146, 0.363, 0.349, 0.454, 0.411, 0.683, 0.419, 0.429, 1.023, 0.556, 0.340, 0.103, -0.772, -0.544, -0.530, 0.668, -0.085, -0.703, 0.743, -0.129, -0.014, -0.888, -0.996, -0.592, 0.574, 0.438, -0.670, -0.848, -0.779, -1.080, 0.384, 0.407, 0.467, 0.347, 0.383, 0.465, 0.541, 0.481, 0.406, 0.443, 0.420, 0.421, 0.456, 0.535],
  "total_energy_ha": -15495.1371,
  "orbital_gap_ev": 7.05,
  "total_charge": 1,
  "lumo_ev": -2.8
}